Record 1
Entry from OMol25: a molecular structure, H38KO19 (ωB97M-V with the def2-TZVPD basis set).

Properties
HOMO energy (eV): -13.34
Charge: +1
HOMO-LUMO gap (eV): 10.4

Cartesian coordinates (Å):
K 0.068 0.009 -0.538
O -1.132 2.847 -0.168
H -0.660 3.633 0.103
H -1.548 3.090 -0.995
O -0.373 -1.894 1.606
H -0.921 -2.243 2.310
H 0.443 -2.390 1.669
O 0.412 3.496 2.984
H 0.715 3.293 3.869
H 0.741 2.774 2.447
O 1.726 -4.273 -2.372
H 2.177 -4.067 -3.191
H 0.905 -4.682 -2.647
O -3.110 -0.577 0.194
H -3.226 0.061 0.898
H -3.485 -1.387 0.539
O 0.344 -1.671 -4.469
H -0.547 -1.414 -4.231
H 0.895 -1.280 -3.791
O -2.669 -3.350 -1.221
H -2.333 -2.636 -1.763
H -2.488 -4.142 -1.726
O -4.720 3.130 -0.860
H -4.846 3.440 0.037
H -3.788 2.917 -0.911
O -1.992 -0.682 -2.314
H -2.682 -0.635 -1.652
H -2.451 -0.568 -3.146
O 1.947 1.622 1.228
H 1.864 1.183 2.074
H 2.709 2.192 1.327
O 1.963 -2.271 -0.479
H 1.734 -2.743 0.321
H 1.885 -2.924 -1.174
O 1.589 0.615 3.668
H 1.559 -0.219 4.137
H 1.687 1.274 4.355
O 3.677 -0.539 0.193
H 3.116 -1.207 -0.201
H 3.074 0.157 0.453
O 1.867 0.242 -2.695
H 2.059 1.180 -2.691
H 2.727 -0.179 -2.704
O -4.071 -3.003 1.022
H -4.834 -3.571 0.913
H -3.451 -3.303 0.358
O -2.141 1.594 2.170
H -1.968 1.959 3.038
H -1.581 2.100 1.581
O 1.999 -3.083 2.183
H 1.806 -2.829 3.086
H 2.877 -2.738 2.020
O 0.550 4.913 0.641
H 0.827 4.347 1.362
H 1.156 5.654 0.672
O 2.997 2.704 -2.589
H 3.409 2.841 -1.736
H 3.515 3.236 -3.193

Atomic partial charges in e from the natural (NBO) method, atoms 1 to 2:
1 K 0.951
2 O -0.994

Record 2
Entry from OMol25: 2 unconnected molecules or ions with the total composition C3H8N2O (ωB97M-V with the def2-TZVPD basis set).

Properties
Energy relative to the best compared isomer or geometry (same formula, charge and spin) (eV): 2.897
SMILES string: [H]/N=C(/C)N.C=O
HOMO energy (eV): -9.00
Charge: 0
HOMO-LUMO gap (eV): 9.4

Cartesian coordinates (Å):
H 0.425 1.806 -0.965
N -0.393 1.219 -0.774
C -0.118 0.444 0.279
C -1.288 -0.144 1.025
N 1.066 0.629 0.983
H -2.070 -0.433 0.319
H -1.707 0.594 1.714
H -0.971 -1.019 1.599
H 1.146 0.031 1.798
H 1.883 0.488 0.388
C 0.510 -0.902 -1.508
O 1.717 -1.055 -1.324
H 0.092 -0.022 -2.154
H -0.293 -1.637 -1.380

Atomic partial charges in e from the natural (NBO) method, atoms 1 to 2:
1 H 0.338
2 N -0.652

Record 3
Entry from OMol25: 2 unconnected molecules or ions with the total composition C5H7FO (ωB97M-V with the def2-TZVPD basis set).

Properties
Energy relative to the best compared isomer or geometry (same formula, charge and spin) (eV): 6.330
HOMO energy (alpha / beta) (eV): -8.00 / -7.03
Charge: 0
HOMO-LUMO gap (alpha / beta) (eV): 8.5 / 7.5

Cartesian coordinates (Å):
C 0.350 1.344 0.603
C 1.382 0.919 -0.256
C -1.248 -1.102 0.579
C -0.944 -0.804 -0.801
C 1.904 -0.278 -0.514
O -1.255 0.202 0.027
F 1.848 -1.358 0.308
H -0.009 2.309 0.515
H 0.265 0.949 1.684
H 1.639 1.584 -1.086
H -2.181 -1.421 0.749
H -0.390 -1.421 1.341
H -1.535 -0.855 -1.725
H 2.599 -0.546 -1.201

Atomic partial charges in e from the natural (NBO) method, atoms 1 to 2:
1 C -0.272
2 C -0.387

Record 4
Entry from OMol25: a single C22H16Br2Cl2O2S molecule (ωB97M-V with the def2-TZVPD basis set).

Properties
SMILES string: O=S(=O)(c1ccc(Cl)cc1)[C@@H](Cl)[C@H](/C=C/c1ccc(Br)cc1)c1ccc(Br)cc1
HOMO energy (eV): -8.52
Charge: 0
HOMO-LUMO gap (eV): 8.3

Cartesian coordinates (Å):
O 1.479 -1.093 1.975
S 0.139 -1.537 1.674
O -0.011 -2.725 0.840
C -0.644 -1.960 3.421
C -0.399 -1.113 4.496
C -0.759 -1.506 5.794
C -1.387 -2.741 5.988
Cl -1.719 -3.281 7.585
C -1.739 -3.534 4.892
C -1.360 -3.139 3.602
C -0.888 -0.130 0.532
Cl -0.662 1.299 1.483
C -0.716 -0.015 -0.951
C 0.538 0.682 -1.445
C 1.729 0.084 -1.567
C 2.915 0.728 -2.118
C 4.044 -0.049 -2.450
C 5.259 0.541 -2.813
C 5.337 1.945 -2.900
Br 7.015 2.779 -3.155
C 4.182 2.730 -2.742
C 2.973 2.111 -2.380
C -2.004 0.681 -1.504
C -3.096 -0.145 -1.812
C -4.241 0.405 -2.392
C -4.300 1.785 -2.662
Br -5.839 2.529 -3.438
C -3.193 2.591 -2.378
C -2.058 2.054 -1.758
H 0.092 -0.158 4.345
H -0.522 -0.882 6.648
H -2.262 -4.466 5.063
H -1.607 -3.773 2.758
H -1.858 -0.615 0.741
H -0.645 -1.028 -1.328
H 0.396 1.686 -1.837
H 1.860 -0.961 -1.250
H 3.972 -1.132 -2.422
H 6.156 -0.058 -2.983
H 4.237 3.813 -2.852
H 2.075 2.709 -2.287
H -3.024 -1.212 -1.593
H -5.065 -0.239 -2.669
H -3.177 3.638 -2.673
H -1.223 2.702 -1.478

Atomic partial charges in e from the natural (NBO) method, atoms 1 to 2:
1 O -0.912
2 S 2.009

Record 5
Entry from OMol25: 8 unconnected molecules or ions with the total composition C32H88N8O8 (ωB97M-V with the def2-TZVPD basis set).

Properties
Energy relative to the best compared isomer or geometry (same formula, charge and spin) (eV): 4.859
SMILES string: COC[C@H](C)N.COC[C@H](C)N.COC[C@H](C)N.COC[C@H](C)N.COC[C@H](C)N.COC[C@H](C)N.COC[C@H](C)N.COC[C@H](C)N
HOMO energy (eV): -8.90
Charge: 0
HOMO-LUMO gap (eV): 9.5

Cartesian coordinates (Å):
C 1.490 -5.317 9.568
O 0.297 -6.095 9.255
C 0.497 -7.525 9.230
C -0.792 -8.262 8.792
C -1.243 -7.741 7.397
N -1.778 -7.912 9.812
H 1.602 -5.556 10.625
H 1.150 -4.281 9.574
H 2.385 -5.535 8.984
H 1.316 -7.749 8.546
H 0.745 -7.908 10.220
H -0.533 -9.321 8.764
H -0.417 -7.812 6.689
H -1.505 -6.683 7.395
H -2.108 -8.292 7.029
H -1.741 -6.907 9.904
H -1.571 -8.348 10.699
C 1.511 -7.823 -3.105
O 1.551 -7.833 -4.562
C 2.873 -7.743 -5.184
C 2.842 -6.849 -6.439
C 1.985 -7.398 -7.553
N 4.148 -6.671 -7.035
H 0.482 -7.687 -2.773
H 2.134 -7.078 -2.611
H 1.900 -8.780 -2.756
H 3.641 -7.353 -4.515
H 3.173 -8.763 -5.423
H 2.553 -5.843 -6.135
H 0.955 -7.406 -7.196
H 2.263 -8.428 -7.777
H 2.037 -6.738 -8.419
H 4.115 -6.187 -7.921
H 4.378 -7.596 -7.368
C 10.139 0.877 2.638
O 8.958 1.378 3.249
C 8.188 0.379 3.933
C 6.942 1.030 4.595
C 6.372 0.168 5.730
N 5.929 1.174 3.576
H 10.688 0.433 3.469
H 10.704 1.652 2.121
H 9.957 0.116 1.879
H 7.970 -0.467 3.281
H 8.818 0.124 4.785
H 7.251 1.939 5.111
H 7.125 0.044 6.509
H 6.047 -0.812 5.379
H 5.489 0.701 6.082
H 5.371 0.352 3.394
H 6.417 1.461 2.739
C -5.512 -1.897 -10.604
O -5.030 -1.734 -9.267
C -4.864 -2.941 -8.582
C -4.459 -2.685 -7.145
C -4.342 -3.894 -6.239
N -5.371 -1.789 -6.510
H -5.253 -1.104 -11.305
H -6.576 -2.116 -10.504
H -4.957 -2.711 -11.070
H -5.742 -3.586 -8.626
H -4.038 -3.517 -9.000
H -3.468 -2.247 -7.263
H -5.254 -4.485 -6.154
H -4.101 -3.617 -5.213
H -3.654 -4.602 -6.700
H -5.465 -1.130 -7.269
H -6.290 -2.198 -6.419
C -1.180 7.680 -8.251
O -1.383 7.031 -6.980
C -0.189 6.512 -6.420
C -0.399 5.364 -5.417
C 0.970 5.058 -4.689
N -0.937 4.173 -6.004
H -0.522 8.547 -8.302
H -2.143 8.079 -8.569
H -0.774 6.980 -8.982
H 0.440 6.051 -7.181
H 0.359 7.356 -6.001
H -1.154 5.633 -4.678
H 1.775 4.691 -5.326
H 0.792 4.216 -4.019
H 1.338 5.847 -4.034
H -1.910 4.345 -6.211
H -1.012 3.589 -5.183
C -0.022 -2.440 2.756
O 0.676 -1.488 1.895
C -0.217 -0.759 1.056
C -0.581 -1.416 -0.242
C 0.554 -1.750 -1.185
N -1.466 -0.595 -1.044
H 0.807 -3.015 3.170
H -0.719 -3.035 2.167
H -0.493 -1.939 3.601
H -1.096 -0.406 1.596
H 0.273 0.190 0.839
H -1.120 -2.301 0.094
H 1.127 -0.881 -1.508
H 0.197 -2.269 -2.074
H 1.361 -2.315 -0.718
H -1.956 -1.122 -1.753
H -2.195 -0.192 -0.473
C -7.286 2.454 1.456
O -6.358 1.942 2.396
C -6.759 1.996 3.740
C -6.560 3.496 4.226
C -5.048 3.699 4.625
N -7.449 3.679 5.377
H -6.990 2.268 0.423
H -7.501 3.514 1.588
H -8.230 1.918 1.553
H -7.795 1.658 3.769
H -6.166 1.386 4.422
H -6.922 4.234 3.510
H -4.432 3.407 3.774
H -4.684 3.240 5.545
H -4.874 4.765 4.769
H -6.988 3.137 6.093
H -7.279 4.626 5.682
C 1.407 11.743 2.327
O 1.600 10.344 2.004
C 2.296 9.723 3.092
C 2.427 8.207 2.884
C 1.037 7.581 2.711
N 3.211 7.513 3.923
H 2.346 12.256 2.535
H 0.878 12.020 3.239
H 0.961 12.203 1.445
H 3.285 10.180 3.051
H 1.889 9.916 4.084
H 3.052 7.958 2.027
H 0.438 8.104 1.965
H 0.458 7.656 3.631
H 1.092 6.530 2.428
H 4.169 7.812 3.812
H 3.249 6.539 3.657

Atomic partial charges in e from the Löwdin method, atoms 1 to 2:
1 C -0.070
2 O -0.228

Record 6
Entry from OMol25: 5 unconnected molecules or ions with the total composition C4H16IO6 (ωB97M-V with the def2-TZVPD basis set).

Properties
Energy relative to the best compared isomer or geometry (same formula, charge and spin) (eV): 0.540
HOMO energy (eV): -4.89
Charge: -1
HOMO-LUMO gap (eV): 8.0

Cartesian coordinates (Å):
I -0.445 0.900 -1.067
O 0.120 0.703 2.638
H 1.059 0.899 2.664
H -0.217 1.231 1.897
O -1.849 -1.544 1.186
H -1.754 -0.940 0.428
H -0.950 -1.642 1.515
C 2.247 3.225 1.346
C 1.052 4.095 1.134
O 0.584 4.534 2.417
O 2.699 2.671 0.114
H 2.181 2.453 2.112
H 3.086 3.833 1.699
H 0.236 3.601 0.592
H 1.176 5.026 0.563
H -0.357 4.706 2.358
H 2.088 1.978 -0.200
C -1.065 -4.497 -1.875
C -0.884 -2.985 -1.760
O -0.868 -2.245 -2.958
O -2.182 -4.753 -2.756
H -1.259 -4.988 -0.925
H -0.183 -4.931 -2.359
H 0.048 -2.850 -1.194
H -1.695 -2.574 -1.159
H -1.037 -1.309 -2.771
H -1.832 -4.597 -3.637

Atomic partial charges in e from the natural (NBO) method, atoms 1 to 2:
1 I -0.946
2 O -0.952

Record 7
Entry from OMol25: 2 unconnected molecules or ions with the total composition C9H14O (ωB97M-V with the def2-TZVPD basis set).

Properties
Energy relative to the best compared isomer or geometry (same formula, charge and spin) (eV): 0.306
SMILES string: Cc1ccc(O)cc1.CC
HOMO energy (eV): -8.45
Charge: 0
HOMO-LUMO gap (eV): 9.3

Cartesian coordinates (Å):
C -0.578 -0.492 -2.915
C -0.873 0.306 -1.679
C 0.082 0.646 -0.742
C -0.223 1.289 0.446
C -1.559 1.524 0.733
O -1.820 2.209 1.897
C -2.533 1.243 -0.208
C -2.202 0.638 -1.405
H -0.776 -1.560 -2.803
H 0.419 -0.372 -3.321
H -1.245 -0.167 -3.719
H 1.117 0.424 -0.986
H 0.511 1.600 1.174
H -2.681 2.652 1.844
H -3.545 1.603 -0.064
H -2.949 0.391 -2.143
C 1.966 -1.901 1.208
C 2.693 -1.055 2.271
H 0.881 -1.818 1.188
H 2.392 -1.697 0.247
H 2.182 -2.953 1.418
H 2.184 -0.119 2.475
H 2.877 -1.572 3.213
H 3.680 -0.819 1.871

Atomic partial charges in e from the natural (NBO) method, atoms 1 to 2:
1 C -0.625
2 C -0.057

Record 8
Entry from OMol25: 4 unconnected molecules or ions with the total composition C4H14O3 (ωB97M-V with the def2-TZVPD basis set).

Properties
Energy relative to the best compared isomer or geometry (same formula, charge and spin) (eV): 1.829
HOMO energy (alpha / beta) (eV): -14.01 / -14.01
Charge: +1
HOMO-LUMO gap (alpha / beta) (eV): 9.0 / 4.7
2S+1: 2

Cartesian coordinates (Å):
C -1.438 1.654 -0.936
C -1.035 0.418 -1.613
C -1.174 -0.731 -0.992
C -0.620 -1.971 -1.684
H -1.956 2.458 -1.521
H -2.153 1.530 -0.040
H -0.665 2.239 -0.519
H -0.838 0.425 -2.669
H -1.430 -0.967 0.069
H -1.056 -2.891 -1.115
H -0.929 -2.009 -2.716
H 0.484 -1.908 -1.667
H -0.570 0.414 1.180
H 0.548 -0.546 1.297
O -0.061 0.021 1.897
H 1.853 1.993 3.486
H 1.166 1.242 2.381
O 1.988 1.567 2.658
H 2.792 -0.544 0.210
H 2.581 -1.028 1.566
O 2.512 -1.366 0.727

Atomic partial charges in e from the natural (NBO) method, atoms 1 to 2:
1 C -0.756
2 C 0.090

Record 9
Entry from OMol25: a molecular structure, C8BaF24N4O16S8 (ωB97M-V with the def2-TZVPD basis set).

Properties
Energy relative to the best compared isomer or geometry (same formula, charge and spin) (eV): 5.130
HOMO energy (eV): -5.74
Charge: -2
HOMO-LUMO gap (eV): 9.8

Cartesian coordinates (Å):
Ba 0.060 -0.042 -0.066
C -3.837 -2.991 -0.832
F -4.454 -3.822 -1.688
F -4.687 -2.379 -0.115
F -2.982 -3.621 0.008
S -2.910 -1.548 -1.772
O -3.326 -1.538 -3.139
O -3.238 -0.313 -1.064
N -1.180 -1.887 -1.487
S -0.844 -2.875 -2.533
O -1.628 -4.119 -2.603
O -0.568 -2.200 -3.793
C 0.933 -3.565 -2.075
F 1.714 -3.793 -3.177
F 1.539 -2.667 -1.365
F 0.835 -4.687 -1.346
C -0.252 -3.444 2.890
F -0.034 -3.937 1.649
F -1.550 -3.591 3.287
F 0.484 -4.133 3.844
S 0.348 -1.583 3.055
O 0.765 -1.314 4.418
O 1.428 -1.422 2.023
N -0.992 -0.756 2.268
S -1.746 -0.241 3.509
O -2.085 -1.284 4.490
O -1.241 0.996 4.114
C -3.451 0.135 2.653
F -4.249 0.529 3.585
F -3.295 1.065 1.689
F -3.991 -0.983 2.241
C 3.532 2.157 -2.261
F 4.632 2.219 -3.019
F 3.706 2.952 -1.165
F 2.494 2.516 -3.018
S 3.119 0.305 -1.813
O 1.916 -0.130 -2.516
O 4.347 -0.372 -2.208
N 2.621 0.491 -0.148
S 3.937 0.145 0.578
O 4.145 -1.318 0.635
O 5.151 0.792 0.173
C 3.638 0.720 2.471
F 4.185 1.884 2.600
F 2.389 0.946 2.894
F 4.345 -0.072 3.275
C 1.147 4.031 0.354
F 1.325 4.251 -1.001
F 1.966 3.151 0.814
F 1.274 5.129 1.045
S -0.629 3.333 0.667
O -0.443 2.441 1.775
O -1.570 4.453 0.987
N -0.867 2.307 -0.683
S -1.700 3.224 -1.559
O -3.085 3.148 -1.231
O -1.122 4.567 -1.776
C -1.537 2.341 -3.321
F -1.326 1.004 -3.209
F -2.692 2.602 -4.073
F -0.467 2.794 -3.935

Atomic partial charges in e from the Löwdin method, atoms 1 to 2:
1 Ba 1.953
2 C -0.659

Record 10
Entry from OMol25: a molecular structure, C26H28BN11OS2TcTe (ωB97M-V with the def2-TZVPD basis set).

Properties
Energy relative to the best compared isomer or geometry (same formula, charge and spin) (eV): 0.000
HOMO energy (alpha / beta) (eV): -7.47 / -7.64
Charge: 0
HOMO-LUMO gap (alpha / beta) (eV): 7.4 / 5.9
2S+1: 4

Cartesian coordinates (Å):
Tc 1.456 -1.765 1.112
C 1.453 2.259 -0.663
C 1.089 1.393 0.366
N 1.473 0.156 0.109
N 2.271 0.216 -1.056
C 2.239 1.466 -1.516
B 2.813 -1.014 -1.790
N 1.599 -1.904 -1.863
C 0.973 -2.368 -2.960
C -0.100 -3.190 -2.609
C -0.107 -3.259 -1.234
N 0.916 -2.541 -0.746
N 3.748 -1.720 -0.807
C 5.014 -2.098 -0.911
C 5.452 -2.886 0.127
C 4.346 -3.018 0.985
N 3.303 -2.305 0.438
H 1.207 3.315 -0.674
H 0.621 1.674 1.324
H 2.844 1.663 -2.390
H 3.235 -0.725 -2.886
H 1.271 -2.071 -3.990
H -0.884 -3.621 -3.193
H -0.817 -3.729 -0.599
H 5.602 -1.795 -1.803
H 6.393 -3.358 0.195
H 4.278 -3.515 1.942
S -0.731 -1.581 1.985
C -0.444 -3.231 2.483
S 1.262 -3.721 2.355
C -1.396 -4.026 3.129
C -1.083 -5.370 3.466
N -0.792 -6.424 3.860
C -2.699 -3.590 3.513
N -3.742 -3.352 3.980
C -6.399 4.484 -4.428
C -5.389 3.569 -3.746
C -5.879 2.627 -2.833
C -5.036 1.874 -2.037
C -5.608 1.043 -0.899
C -3.655 1.884 -2.337
Te -2.506 0.237 -1.644
C -3.112 2.859 -3.257
C -1.645 2.899 -3.460
C -3.992 3.720 -3.863
H -6.718 5.258 -3.724
H -7.294 3.961 -4.720
H -5.983 4.887 -5.330
H -6.944 2.495 -2.719
H -6.671 1.319 -0.794
H -5.103 1.277 0.049
H -5.528 -0.029 -1.075
H -1.232 1.946 -3.868
H -1.111 2.973 -2.500
H -1.380 3.782 -4.092
H -3.542 4.541 -4.463
C 2.806 1.342 5.646
N 3.033 0.722 4.375
C 4.181 0.926 3.529
C 3.756 0.122 2.260
O 4.359 0.109 1.201
N 2.576 -0.568 2.551
C 2.163 -0.120 3.801
N 1.027 -0.406 4.363
H 3.565 2.068 5.924
H 2.802 0.620 6.466
H 1.880 1.962 5.673
H 5.145 0.567 3.915
H 4.340 1.994 3.273
H 0.300 -0.879 3.816
H 0.735 -0.031 5.267

Atomic partial charges in e from the Löwdin method, atoms 1 to 2:
1 Tc 0.966
2 C -0.058

What energy values result from the calculations? In sequence: -55842.99296, -8266.42922, -10056.41330, -203131.75464, -62903.90836, -24795.31608, -11607.33032, -10506.73472, -199609.95458, -77695.36383 eV.
What M values result from the calculations? In sequence: 381.38, 88.11, 102.11, 575.15, 713.10, 287.07, 138.21, 110.15, 1257.92, 811.13 g/mol.
What max |F| values result from the calculations? In sequence: 1.35, 4.67, 4.55, 3.47, 2.66, 2.41, 1.34, 7.43, 9.18, 4.88 eV Å⁻¹.